--- 1 ---
Formula: FH12O6
Source: the OMol25 dataset
Level of theory: ωB97M-V/def2-TZVPD

```
19
Properties=species:S:1:pos:R:3:nbo_charge:R:1
F 14.94 22.06 11.34 -0.813
O 12.68 21.13 10.45 -0.990
O 13.59 24.14 10.53 -0.969
O 16.86 24.11 11.24 -0.974
O 15.31 21.85 8.77 -0.985
O 13.79 22.01 13.79 -0.987
O 16.74 20.71 12.60 -1.000
H 13.52 21.45 10.85 0.492
H 17.34 21.41 12.84 0.452
H 15.98 21.20 12.14 0.504
H 15.00 20.96 8.71 0.456
H 12.18 21.94 10.36 0.461
H 14.20 22.00 12.86 0.501
H 16.19 23.42 11.47 0.501
H 13.35 24.07 9.60 0.457
H 14.11 23.36 10.70 0.486
H 17.64 23.67 10.86 0.459
H 14.19 21.22 14.23 0.458
H 15.22 21.96 9.76 0.493
```

spin multiplicity	1
E_LUMO	3.82	eV
E_HOMO	-7.073	eV
net charge	-1
Kohn-Sham gap	10.892	eV

--- 2 ---
Formula: FH12O6
Source: the OMol25 dataset
Level of theory: ωB97M-V/def2-TZVPD

```
19
Properties=species:S:1:pos:R:3:nbo_charge:R:1
F 7.86 12.69 16.74 -0.816
O 6.03 10.38 16.08 -0.955
O 8.33 10.70 18.17 -1.010
O 10.07 12.30 15.38 -0.977
O 6.65 14.74 15.29 -0.982
O 8.89 14.16 18.56 -0.976
O 5.74 12.90 18.19 -0.984
H 6.93 14.78 14.39 0.455
H 9.47 14.80 18.11 0.447
H 9.23 12.44 15.82 0.497
H 8.66 13.50 17.88 0.493
H 6.18 9.81 16.84 0.457
H 10.72 12.48 16.05 0.453
H 6.50 11.17 16.32 0.490
H 7.39 10.49 18.40 0.448
H 6.49 12.86 17.59 0.493
H 7.11 14.00 15.74 0.509
H 8.32 11.56 17.59 0.501
H 4.95 12.71 17.69 0.456
```

spin multiplicity	1
E_LUMO	3.81	eV
E_HOMO	-6.899	eV
net charge	-1
Kohn-Sham gap	10.707	eV

Which structure loses on stability? 2 does.

--- 1 ---
Formula: C5H13N2
Source: the OMol25 dataset
Level of theory: ωB97M-V/def2-TZVPD

```
20
Properties=species:S:1:pos:R:3:nbo_charge:R:1
N 0.20 -1.59 0.26 -0.646
N 1.28 0.54 0.70 -0.629
C -0.89 -0.71 0.08 0.116
C 1.82 -0.67 0.31 0.017
C -0.43 2.23 0.54 -0.685
C -1.39 -0.90 -1.35 -0.711
C 0.28 1.12 -0.04 -0.048
H -1.50 -0.57 0.94 0.215
H 1.26 0.82 1.69 0.406
H 0.63 1.18 -1.03 0.183
H -0.60 2.15 1.64 0.224
H 0.31 3.09 0.35 0.258
H -0.54 -0.73 -2.00 0.229
H 2.43 -1.16 1.05 0.232
H -1.35 2.40 0.01 0.246
H 0.12 -2.04 1.24 0.438
H -2.21 -0.34 -1.69 0.263
H 2.27 -0.66 -0.75 0.220
H -1.93 -1.93 -1.46 0.262
H 0.23 -2.23 -0.47 0.411
```

spin multiplicity	3
E_LUMO (alpha / beta)	-3.09 / -6.03	eV
<S²>	2.011
E_HOMO (alpha / beta)	-8.900 / -14.792	eV
net charge	+1
Kohn-Sham gap (alpha / beta)	5.805 / 8.764	eV

--- 2 ---
Formula: C5H13N2
Source: the OMol25 dataset
Level of theory: ωB97M-V/def2-TZVPD

```
20
Properties=species:S:1:pos:R:3:nbo_charge:R:1
N 0.38 -0.67 0.07 0.181
N -0.50 0.23 0.65 -0.278
C -0.74 1.34 0.01 -0.017
C -0.08 -2.03 -0.35 -0.446
C 1.75 -0.24 -0.37 -0.472
C -0.77 0.18 2.05 -0.431
C -0.55 1.51 -1.47 -0.659
H -0.46 0.51 -1.93 0.189
H 1.86 0.84 0.04 0.253
H 1.94 -0.11 -1.46 0.274
H -1.87 -0.09 2.21 0.246
H -1.44 1.94 -1.89 0.257
H 0.30 2.00 -1.75 0.226
H 0.82 -2.59 -0.60 0.244
H -0.61 -1.81 -1.26 0.261
H -0.16 -0.72 2.44 0.220
H -0.33 1.03 2.61 0.238
H -1.09 2.10 0.55 0.201
H -0.79 -2.56 0.31 0.270
H 2.34 -0.86 0.16 0.241
```

spin multiplicity	3
E_LUMO (alpha / beta)	-2.78 / -7.19	eV
<S²>	2.008
E_HOMO (alpha / beta)	-10.547 / -15.370	eV
net charge	+1
Kohn-Sham gap (alpha / beta)	7.768 / 8.175	eV

Which structure loses on stability? 1 does.

--- 1 ---
Formula: C7H16NO
Source: the OMol25 dataset
Level of theory: ωB97M-V/def2-TZVPD

```
25
Properties=species:S:1:pos:R:3:nbo_charge:R:1
O -3.13 0.60 0.30 -0.928
N -1.32 -0.50 2.17 -0.733
C 2.68 1.10 0.31 -0.655
C -0.64 -0.47 -2.78 -0.390
C 0.15 0.76 0.41 -0.451
C 1.51 0.52 -0.39 0.026
C 0.39 -0.94 -2.06 -0.239
C 1.56 -0.25 -1.44 -0.238
C 0.10 -0.50 1.44 -0.215
H -0.66 0.53 -3.28 0.206
H 2.46 -0.32 -2.08 0.242
H 3.67 0.47 0.10 0.234
H 2.47 0.92 1.41 0.212
H 0.05 1.68 1.14 0.240
H 2.99 2.01 -0.14 0.256
H -1.26 -0.32 3.22 0.461
H -1.68 -0.96 -2.89 0.209
H -1.65 -1.46 1.94 0.434
H -2.55 0.27 -0.43 0.487
H 0.91 -0.48 2.33 0.244
H -0.64 0.73 -0.32 0.223
H -3.80 0.00 0.41 0.482
H 0.18 -1.39 0.85 0.224
H 0.17 -2.01 -1.84 0.210
H -1.97 0.01 1.61 0.458
```

spin multiplicity	1
E_LUMO	-3.55	eV
E_HOMO	-12.871	eV
net charge	+1
Kohn-Sham gap	9.322	eV

--- 2 ---
Formula: C7H16NO
Source: the OMol25 dataset
Level of theory: ωB97M-V/def2-TZVPD

```
25
Properties=species:S:1:pos:R:3:nbo_charge:R:1
O -1.27 0.87 0.69 -0.557
N 0.69 0.27 -0.76 -0.256
C -2.48 0.18 0.27 -0.253
C -0.29 -1.03 2.70 -0.626
C 2.04 -0.33 -0.88 -0.424
C 0.13 -0.03 0.54 0.414
C 0.58 -0.80 1.50 -0.199
C -0.05 -0.19 -1.97 -0.395
C 0.70 1.76 -0.87 -0.400
H 0.00 -0.53 3.59 0.250
H 1.48 -1.42 1.60 0.261
H 2.78 -0.03 -0.15 0.252
H -1.33 -0.79 2.51 0.232
H -2.61 0.04 -0.82 0.164
H -2.56 -0.76 0.67 0.180
H -0.32 2.11 -1.09 0.251
H -0.26 -2.07 2.88 0.232
H 2.06 -1.39 -0.97 0.242
H -1.00 0.28 -1.79 0.239
H 1.02 2.20 0.04 0.242
H 0.07 -1.25 -1.91 0.227
H 0.40 0.13 -2.90 0.241
H 2.25 -0.17 -1.92 0.231
H -3.31 0.85 0.70 0.226
H 1.29 2.10 -1.66 0.227
```

spin multiplicity	1
E_LUMO	-2.66	eV
SMILES string	C/C=C(\OC)[N+](C)(C)C
E_HOMO	-14.361	eV
net charge	+1
Kohn-Sham gap	11.706	eV

Which structure loses on stability? 2 does.